A molecular structure, C43H101CaN6O11 in a non-equilibrium geometry, computed with wB97M-V/def2-TZVPD.

Properties
- net charge = +1
- energy (a.u.) = -3532.1623
- LUMO level (eV) = -3.9

Geometry (Å):
Ca -2.4842 1.6832 -18.8632
C -5.7803 2.9465 -19.2120
O -4.5545 2.8857 -18.4623
H -5.9058 2.1336 -19.9272
H -6.6399 3.1147 -18.5632
H -5.8093 3.8373 -19.8395
C -3.4091 6.9326 -15.7427
C -4.4075 7.1802 -16.8783
C -4.8742 8.6339 -16.6370
C -5.5189 9.3703 -17.8417
C -4.5309 9.2451 -19.0059
C -4.2436 7.7356 -19.4307
N -3.7648 7.0103 -18.2201
O -3.2569 5.7452 -18.4041
C -5.5223 7.1180 -19.9906
C -3.0568 7.6257 -20.4913
C -5.6721 6.2666 -16.7257
H -3.0134 5.9201 -15.6623
H -3.7512 7.1046 -14.7221
H -2.5896 7.6342 -15.8987
H -5.6615 8.6228 -15.8833
H -4.1397 9.3297 -16.2313
H -5.7495 10.4166 -17.6415
H -6.4770 8.8811 -18.0175
H -3.6168 9.7365 -18.6725
H -4.7844 9.7281 -19.9496
H -5.8313 7.7644 -20.8121
H -5.3150 6.0884 -20.2821
H -6.3350 6.9874 -19.2762
H -2.1149 7.7969 -19.9701
H -3.0045 6.6129 -20.8908
H -3.1253 8.3782 -21.2769
H -5.6506 5.8215 -15.7309
H -5.6082 5.4612 -17.4574
H -6.6040 6.8193 -16.8448
H -3.9950 5.1330 -18.4482
C -5.1685 3.3644 -26.7767
C -6.1550 4.3524 -26.0865
C -6.2609 3.8484 -24.5737
C -5.3008 4.5033 -23.5984
C -5.1923 5.9851 -23.7966
C -4.7379 6.4008 -25.2104
N -5.6731 5.7633 -26.1908
O -5.4855 6.0976 -27.5597
C -4.8721 7.9366 -25.3041
C -3.2783 5.9233 -25.3917
C -7.5897 4.3334 -26.7122
H -5.0776 3.5940 -27.8383
H -5.3922 2.3190 -26.5640
H -4.1454 3.5536 -26.4517
H -7.2635 4.0605 -24.2024
H -6.1434 2.7760 -24.4178
H -4.3167 4.0354 -23.6262
H -5.7197 4.3281 -22.6075
H -4.4476 6.2153 -23.0346
H -6.1772 6.3519 -23.5077
H -4.4140 8.2282 -24.3591
H -4.2783 8.3354 -26.1266
H -5.9027 8.2773 -25.4034
H -2.6739 6.5999 -24.7876
H -3.1114 4.8952 -25.0701
H -3.0250 5.9302 -26.4519
H -7.7523 4.5809 -27.7611
H -8.1762 5.0072 -26.0877
H -8.0195 3.3377 -26.6021
H -6.0958 6.8321 -27.6581
C -11.8359 4.7500 -18.9079
O -10.7809 5.1141 -18.0161
C -9.5339 5.2088 -18.7306
C -9.5664 6.2465 -19.8738
N -9.0530 7.5680 -19.4599
C -9.0307 8.4668 -20.6042
C -8.2971 9.7406 -20.3244
O -8.1884 10.5803 -21.4793
C -9.4359 11.2329 -21.8497
H -11.7052 3.7227 -19.2480
H -12.0173 5.4243 -19.7449
H -12.7942 4.8976 -18.4098
H -9.1636 4.2522 -19.0994
H -8.7072 5.4878 -18.0773
H -10.5736 6.4587 -20.2326
H -9.0198 5.8123 -20.7109
H -9.6738 7.9338 -18.7522
H -10.0625 8.6735 -20.8885
H -8.5472 7.8842 -21.3884
H -7.2661 9.5135 -20.0533
H -8.6646 10.3189 -19.4766
H -9.4222 12.0195 -22.6041
H -10.0711 11.5632 -21.0278
H -9.9939 10.4058 -22.2886
C -16.4827 1.4393 -22.9731
O -15.6996 0.8048 -21.9382
C -14.4058 1.2332 -21.6161
C -13.7410 0.2112 -20.6824
N -12.2991 0.5024 -20.5751
C -11.6048 -0.6134 -19.9620
C -10.1708 -0.1350 -19.7321
O -9.4135 -0.1612 -20.9600
C -8.0947 0.4202 -20.7645
H -16.5068 2.5221 -22.8502
H -17.4958 1.0397 -22.9289
H -16.1476 1.3080 -24.0020
H -14.4741 2.1932 -21.1044
H -13.9111 1.2808 -22.5862
H -14.0051 -0.6882 -21.2386
H -14.2102 0.3740 -19.7121
H -11.9813 0.6257 -21.5258
H -11.6039 -1.3695 -20.7471
H -12.1016 -0.9331 -19.0460
H -9.6553 -0.8555 -19.0971
H -10.0798 0.8214 -19.2172
H -8.1407 1.5069 -20.6933
H -7.5354 0.2872 -21.6906
H -7.5428 0.0315 -19.9088
C -7.7266 -2.7019 -13.8731
O -9.0908 -2.7525 -13.5675
C -9.8084 -1.5683 -13.6581
C -9.8795 -1.0829 -15.1353
N -8.8948 -0.0596 -15.3398
C -9.2688 0.8325 -16.4378
C -8.3814 2.0627 -16.3111
O -8.6304 2.8168 -15.0955
C -7.8901 4.0621 -15.0317
H -7.5317 -2.8114 -14.9400
H -7.1843 -3.4755 -13.3294
H -7.2890 -1.7716 -13.5110
H -10.7648 -1.9869 -13.3449
H -9.5678 -0.8062 -12.9169
H -9.7847 -1.9610 -15.7741
H -10.8915 -0.7276 -15.3295
H -8.8495 0.5674 -14.5493
H -9.2783 0.3615 -17.4207
H -10.2483 1.3065 -16.3740
H -7.3020 2.0160 -16.4556
H -8.6560 2.6954 -17.1551
H -7.6943 4.4952 -14.0508
H -8.3283 4.8276 -15.6719
H -6.8860 3.7751 -15.3441
C -1.9722 3.6668 -21.7237
O -2.7228 2.5565 -21.2225
C -3.1423 1.5320 -22.1605
C -3.9419 0.4156 -21.4535
N -3.3949 -0.0661 -20.1931
C -4.4448 -0.8129 -19.4895
C -3.8878 -1.2783 -18.1510
O -3.5996 -0.0573 -17.4408
C -4.4103 0.3902 -16.3156
H -0.9662 3.4533 -22.0848
H -1.6511 4.2482 -20.8595
H -2.4593 4.2641 -22.4945
H -2.2145 1.0953 -22.5300
H -3.7155 1.8801 -23.0198
H -4.0267 -0.5340 -21.9817
H -4.8902 0.9288 -21.2938
H -2.7449 -0.8062 -20.4167
H -4.6555 -1.6660 -20.1343
H -5.3468 -0.2023 -19.4470
H -3.0004 -1.8981 -18.2792
H -4.6543 -1.8366 -17.6135
H -4.1696 -0.3746 -15.5773
H -5.4575 0.5673 -16.5612
H -4.0877 1.4104 -16.1074

Cartesian forces, eV/Å:
Ca -2.728 1.471 0.465
C 1.694 0.930 0.643
O 0.587 -1.013 -0.907
H -0.331 -0.513 0.202
H -0.256 -0.669 0.207
H 0.229 0.385 -0.348
C 0.875 -0.307 -0.109
C -0.934 0.298 -0.089
C -0.965 1.387 -0.526
C 0.407 -1.194 -0.331
C 0.397 -1.217 -0.524
C 0.743 -0.029 0.885
N 0.327 2.511 1.476
O 0.316 -0.480 -0.386
C 0.243 -0.138 0.084
C -0.773 0.368 1.240
C 0.874 0.060 0.040
H 0.075 -0.147 -0.580
H -0.751 0.389 -0.213
H 0.249 -0.208 0.010
H 0.121 -0.331 0.332
H 0.633 -0.460 -0.052
H 0.202 -0.010 0.253
H -0.101 -0.005 -0.460
H 0.329 -0.219 -0.068
H -0.493 0.270 0.108
H -0.332 -0.458 -0.310
H 0.125 -0.017 -0.664
H -0.024 0.629 0.123
H -0.035 0.081 0.114
H -0.186 0.077 -0.187
H -0.289 -0.143 -0.134
H -0.199 -0.064 -0.011
H -0.323 -0.202 0.085
H 0.010 -0.072 -0.181
H -0.468 -0.817 -0.060
C 0.228 0.901 -0.284
C 0.550 -0.729 -0.097
C -0.315 1.036 -0.410
C -0.347 -0.669 -0.367
C 0.001 -0.719 0.100
C -0.641 -1.032 -0.684
N -1.116 -0.398 1.501
O 0.601 -0.020 0.750
C 0.909 -0.936 0.008
C -0.501 0.496 -0.139
C 0.295 -0.517 0.885
H -0.464 -0.388 -0.167
H -0.229 0.056 -0.317
H 0.011 -0.049 0.507
H -0.211 0.183 -0.128
H -0.084 -0.230 -0.838
H 0.079 -0.111 -0.090
H 0.237 -0.085 0.302
H 0.031 1.137 -0.139
H 0.096 0.730 -0.189
H -0.190 0.796 -0.078
H -0.024 0.043 -0.017
H 0.039 -0.159 0.263
H 0.489 -0.087 -0.264
H -0.151 0.068 0.215
H 0.232 0.411 0.053
H 0.718 0.265 0.040
H -0.181 0.072 -0.154
H 0.006 -0.180 0.155
H -0.098 0.106 -0.286
C -0.616 0.188 0.541
O 0.604 0.220 -0.947
C -0.240 0.718 -0.311
C -0.161 0.356 0.724
N 0.920 -0.655 0.132
C -0.631 -0.633 0.425
C 1.042 0.785 -0.512
O -0.521 1.335 0.102
C -0.474 -2.108 -0.053
H -0.151 -0.071 -0.127
H 0.752 -0.056 -0.301
H 0.189 -0.583 0.669
H -0.655 -0.529 -0.337
H -0.412 0.370 0.582
H -0.186 -0.655 -0.184
H 0.364 0.469 -0.091
H -0.089 0.000 0.190
H -0.202 0.129 -0.522
H 0.087 0.429 -0.351
H 0.043 -0.127 -0.107
H -0.569 -0.053 0.120
H 1.055 -0.039 0.210
H 0.501 0.218 0.521
H -0.549 0.223 -0.368
C 0.689 0.304 0.649
O -1.733 -0.872 -0.267
C -0.366 0.598 -0.479
C -0.286 1.581 -1.216
N -1.913 0.389 0.202
C 1.094 1.313 -1.291
C 0.845 -1.550 0.082
O 0.823 0.924 0.549
C -1.204 0.131 -1.005
H -0.143 0.164 0.361
H 0.178 -0.013 0.316
H 0.606 -0.534 0.003
H 0.334 0.430 -0.265
H 0.891 0.423 0.098
H 0.209 -0.889 0.830
H -0.028 -0.810 0.049
H 0.445 -0.024 -0.052
H 0.297 -0.963 0.598
H 0.128 0.019 -0.067
H 0.001 -0.265 0.420
H -0.449 0.340 -0.349
H -0.343 0.199 0.487
H 0.008 -0.561 0.010
H -0.187 -0.292 0.140
C 0.540 0.343 0.413
O 1.157 -1.038 0.638
C -1.565 -1.105 -1.178
C -0.611 -0.112 1.927
N -0.235 0.414 -1.450
C 1.160 0.957 1.091
C 0.037 2.018 -0.898
O -0.242 -0.164 0.330
C 0.586 -1.364 -0.795
H -0.007 0.087 -0.172
H -0.320 -0.335 -0.083
H 0.066 0.328 -0.197
H -0.549 0.725 -0.163
H 0.604 0.261 -0.129
H 0.486 0.007 -0.114
H -0.323 0.335 0.038
H -0.043 -0.235 0.450
H 0.709 -0.006 0.204
H -0.722 -0.411 0.484
H 0.315 -0.927 0.317
H -0.303 0.415 -0.254
H -0.941 -0.567 0.407
H 0.016 -0.084 -0.170
H 0.285 0.502 -0.545
C 1.022 0.296 0.267
O -0.507 -0.609 0.095
C 1.599 -1.118 0.106
C 0.021 1.120 -0.339
N 0.444 0.582 0.741
C 0.215 -0.859 -0.221
C -1.672 1.319 0.225
O 1.149 0.564 -0.681
C 0.528 -0.426 -0.676
H -0.067 -1.080 -0.643
H -0.984 0.474 0.190
H -0.404 -0.090 0.340
H 0.163 -0.008 -0.426
H -0.046 0.455 0.226
H -0.544 0.731 -1.316
H -0.366 -0.737 0.368
H 0.608 0.087 -0.243
H -0.486 -0.375 0.142
H 0.134 0.013 0.513
H 0.170 0.168 0.188
H 0.107 -0.179 0.072
H -0.715 0.588 0.630
H -0.139 -0.803 -0.146
H 0.448 -0.271 0.372

Results of the Löwdin charge analysis, in e, for atoms 1 through 99: 1.572 -0.250 -0.504 0.023 0.050 0.043 -0.049 -0.455 -0.142 -0.174 -0.116 -0.438 -0.136 -0.031 -0.034 -0.015 -0.014 0.073 0.086 0.085 0.116 0.115 0.116 0.081 0.118 0.108 0.086 0.061 0.060 0.080 0.045 0.076 0.072 0.061 0.075 0.036 -0.031 -0.439 -0.118 -0.224 -0.149 -0.482 -0.117 -0.008 -0.018 -0.023 -0.032 0.079 0.077 0.061 0.108 0.104 0.067 0.107 0.105 0.130 0.077 0.084 0.090 0.085 0.053 0.088 0.078 0.078 0.078 0.102 -0.107 -0.172 -0.204 -0.194 -0.064 -0.225 -0.221 -0.188 -0.086 0.086 0.068 0.091 0.096 0.100 0.095 0.116 0.119 0.114 0.121 0.089 0.128 0.086 0.085 0.069 -0.083 -0.207 -0.246 -0.194 -0.075 -0.189 -0.227 -0.180 -0.097

2 unconnected molecules or ions with the total composition C7H16BCl2IN2O4 in a non-equilibrium geometry, computed with wB97M-V/def2-TZVPD.

Properties
- structure (SMILES) = C[C@H](O)CNCCOB(I)CON=O.ClCCl
- energy (a.u.) = -1929.5343
- LUMO level (eV) = -0.2

Geometry (Å):
C 1.9221 -2.5115 -0.9706
C 2.8082 -1.1235 -0.8049
O 3.0619 -0.8332 0.6208
C 2.0426 0.1516 -1.5650
N 1.8007 1.3170 -0.6297
C 0.3815 1.8866 -0.7969
C -0.6016 0.9522 0.1817
O -2.0329 1.1607 -0.0895
B -2.8624 0.0233 0.3546
I -2.3103 -1.5263 1.8044
C -4.4036 -0.0648 -0.3011
O -4.6133 -1.3661 -0.9918
N -4.3650 -1.1969 -2.3264
O -5.3063 -1.7149 -2.9340
H 0.7664 -2.3318 -1.0652
H 2.3488 -3.0449 -1.9492
H 2.1210 -3.1603 -0.0133
H 3.8478 -1.3122 -1.3266
H 2.2501 -1.1808 1.1273
H 2.5957 0.4312 -2.5628
H 0.9699 -0.2777 -1.8637
H 2.5238 2.0524 -0.8191
H 0.0892 1.8028 -1.9355
H 0.3679 3.0258 -0.4833
H -0.3031 1.2392 1.3003
H -0.2813 -0.1639 -0.0532
H -5.1259 -0.0701 0.6444
H -4.6606 0.8674 -0.9751
Cl 0.7644 2.7719 2.9400
C 1.5232 1.4003 3.7572
Cl 0.5387 -0.0592 3.5974
H 2.5040 1.2185 3.3110
H 1.6385 1.6373 4.8177

Cartesian forces, eV/Å:
C 0.915 0.276 -0.187
C -0.335 -0.280 -0.394
O -1.960 -1.359 -0.874
C -0.926 -1.082 -0.011
N -0.518 0.378 -1.442
C -0.074 -0.169 -0.131
C 2.445 0.595 -0.121
O -0.504 -3.919 1.617
B 0.343 2.652 -1.830
I -0.184 0.643 -0.743
C 0.281 1.011 1.721
O -0.089 1.547 1.129
N -4.041 -1.706 -2.095
O 3.713 1.478 1.380
H 2.262 -0.227 0.124
H -1.242 0.914 2.244
H -0.302 1.024 -2.019
H -1.982 0.479 1.289
H 1.777 0.955 -1.158
H -0.954 -0.444 1.921
H 2.316 1.015 0.442
H -1.196 -0.914 0.326
H 0.091 0.237 2.240
H -0.024 -2.436 -0.517
H -0.947 -0.851 -2.610
H -0.770 2.270 0.640
H 1.208 -0.125 -2.274
H 0.457 -2.101 1.194
Cl 0.140 0.201 0.177
C 0.470 -0.007 0.213
Cl 0.152 -0.033 0.091
H -0.339 0.024 -0.049
H -0.180 -0.043 -0.293

Löwdin analysis output, partial charges in e: -0.082 -0.348 -0.135 -0.181 -0.110 -0.177 -0.230 -0.095 -0.752 0.849 -0.159 -0.182 -0.028 0.027 0.074 0.097 0.088 0.140 0.091 0.124 0.110 0.113 0.122 0.127 0.044 0.090 0.136 0.136 0.544 -0.984 0.486 0.034 0.029

Number 1: HOMO energy -0.351 hartree. Number 2: HOMO energy -0.335 hartree.